Density functional theory data (ωB97M-V with the def2-TZVPD basis set) for 11 unconnected molecules or ions with the total composition C75H167N9O13.

Structure (XYZ):
```
264
Properties=species:S:1:pos:R:3:forces:R:3:lowdin_charge:R:1
C -0.00892 2.05258 2.40717 -0.292 0.198 0.658 -0.02
C -0.95732 1.16742 1.57129 0.262 0.035 0.495 -0.50
C -1.08796 1.81433 0.17749 -1.513 -0.799 1.270 -0.13
C 0.17054 1.59186 -0.59088 0.943 1.011 -1.252 -0.17
C 0.35304 0.09642 -0.81268 -0.840 0.399 1.546 -0.11
C 0.56284 -0.55961 0.54584 -0.308 -1.047 0.308 -0.49
N -0.63126 -0.24813 1.36288 0.744 -0.685 0.227 -0.06
O -0.42144 -0.89012 2.65039 -0.330 0.385 -0.510 -0.03
C 0.61462 -2.11327 0.31578 0.056 0.564 1.212 -0.01
C 1.88949 -0.10458 1.12154 2.149 -2.021 -0.443 -0.03
C -2.29852 1.14554 2.26855 -0.618 -0.954 0.017 -0.05
H 0.34702 1.71549 3.38296 -0.836 -0.522 0.114 0.08
H -0.53068 3.00808 2.55393 0.108 -0.113 0.086 0.10
H 0.93127 2.28256 1.97240 0.641 0.225 -1.058 0.03
H -1.93580 1.27001 -0.29575 0.384 0.380 -0.145 0.13
H -1.46062 2.82951 0.39762 0.559 -0.118 -0.549 0.11
H 1.06675 2.00514 -0.07116 -0.707 -0.217 -0.283 0.10
H 0.14143 2.14869 -1.53855 -0.059 -0.240 0.015 0.09
H 1.20489 -0.18421 -1.36584 0.933 -0.006 -1.121 0.11
H -0.54899 -0.35794 -1.20785 -0.207 0.039 -0.550 0.11
H 1.37579 -2.25491 -0.42784 0.116 -0.318 -0.794 0.07
H 1.00527 -2.67640 1.19191 -0.485 0.524 -0.223 0.07
H -0.36769 -2.52962 0.02880 0.462 0.262 -0.070 0.08
H 2.14965 -0.51328 2.10079 -0.663 0.306 0.330 0.07
H 2.72331 -0.60418 0.54124 -0.916 0.341 0.057 0.10
H 2.18379 0.91500 1.05210 -0.256 0.910 0.263 0.04
H -3.04764 0.50302 1.72720 0.719 0.654 0.660 0.09
H -2.68486 2.11926 2.33750 -0.658 1.609 -0.302 0.06
H -2.21177 0.87284 3.32480 0.099 -0.546 -0.185 0.10
H -1.28852 -1.31022 2.76688 -0.068 -0.030 0.254 0.05
C -5.29704 -1.09419 -6.63821 0.718 0.161 -1.596 -0.04
C -4.08316 -1.72867 -5.93767 -0.235 1.599 1.304 -0.51
C -3.27543 -0.49180 -5.42812 -0.507 -0.462 0.616 -0.13
C -2.25166 -0.87562 -4.35453 -0.458 -0.358 -0.050 -0.17
C -2.86224 -1.75475 -3.25745 -0.683 0.027 0.193 -0.12
C -3.74856 -2.96455 -3.75555 1.917 0.183 1.183 -0.48
N -4.64427 -2.39900 -4.72808 0.468 1.001 -0.603 -0.11
O -5.38582 -3.43698 -5.26054 -1.063 -1.611 -0.654 -0.03
C -2.79068 -4.07345 -4.28205 -0.402 -0.084 0.044 -0.02
C -4.57974 -3.50447 -2.54367 1.547 0.701 -0.087 -0.03
C -3.20554 -2.51439 -6.87076 0.650 -1.203 -0.374 -0.04
H -5.94157 -1.77462 -7.17428 0.184 -0.676 -0.320 0.07
H -4.87608 -0.38525 -7.43273 -0.881 -0.508 1.260 0.11
H -5.98862 -0.66515 -5.92367 0.326 0.713 0.221 0.08
H -2.83992 0.02306 -6.29582 0.026 -0.106 0.277 0.11
H -4.06121 0.13148 -5.01182 0.152 0.451 0.224 0.08
H -1.75030 -0.04081 -3.84562 -0.335 -0.067 -0.425 0.08
H -1.49604 -1.42968 -4.86380 0.995 -0.427 -0.304 0.08
H -3.54734 -1.07892 -2.73320 0.117 -0.216 0.463 0.10
H -2.04392 -2.08316 -2.57122 -0.808 0.048 -0.330 0.13
H -1.75134 -3.69714 -4.36939 -0.625 -0.236 -0.351 0.08
H -2.76059 -4.87343 -3.53144 0.033 -0.015 -0.331 0.08
H -3.20633 -4.46724 -5.23203 0.643 0.020 0.655 0.07
H -5.15567 -2.68485 -2.13713 -0.231 0.153 0.289 0.08
H -5.19270 -4.36304 -2.68659 -0.726 -0.569 -0.883 0.07
H -3.87595 -3.88962 -1.79398 0.056 0.531 -0.035 0.07
H -3.22641 -1.95169 -7.79589 0.370 0.158 -0.338 0.08
H -3.62938 -3.51622 -7.15242 0.558 0.790 0.526 0.10
H -2.12741 -2.57260 -6.49820 -1.537 -0.220 -0.621 0.10
H -6.17264 -3.49313 -4.71805 -0.287 0.052 0.081 0.11
C 0.37960 -6.52423 3.70387 -0.239 0.169 0.327 -0.02
C -1.10890 -6.09697 3.45062 -0.063 0.554 2.207 -0.49
C -2.06666 -7.23262 3.81238 -0.626 0.157 -1.708 -0.16
C -2.29424 -7.49892 5.24991 1.880 -2.205 0.624 -0.22
C -2.78685 -6.31576 6.00533 -0.307 -0.095 1.069 -0.14
C -1.86260 -5.12833 5.77264 1.475 0.243 -0.830 -0.52
N -1.61003 -4.96479 4.31086 0.691 0.162 -1.440 -0.05
O -0.64290 -3.90866 4.10231 0.123 -0.468 0.635 -0.04
C -2.53533 -3.85027 6.20092 0.320 0.337 0.422 -0.04
C -0.56030 -5.27359 6.62619 -0.349 -0.128 0.990 -0.03
C -1.19212 -5.74128 1.97705 -0.093 0.975 -0.453 -0.03
H 0.62251 -6.99230 4.67056 -0.503 0.074 -0.282 0.07
H 1.11403 -5.71570 3.58745 -0.500 0.024 -0.159 0.06
H 0.57173 -7.24514 2.92375 0.381 -0.387 -0.197 0.08
H -3.08562 -7.01163 3.46817 0.257 0.188 -0.826 0.13
H -1.67240 -8.07520 3.24637 -0.345 -0.508 0.194 0.12
H -1.29801 -7.75381 5.65532 -0.229 0.012 0.233 0.10
H -2.83486 -8.47156 5.36367 -0.145 1.028 0.082 0.13
H -2.63683 -6.56298 7.08733 -0.767 0.331 -0.651 0.13
H -3.85313 -6.07621 5.78688 0.700 -0.043 0.165 0.14
H -2.86137 -3.99726 7.21441 -0.552 0.024 0.533 0.08
H -1.83272 -3.02253 6.25539 0.139 0.093 -0.241 0.09
H -3.35374 -3.57128 5.55175 -0.266 -0.055 -0.120 0.08
H -0.88825 -5.14119 7.68545 0.325 -0.045 -0.593 0.09
H -0.03459 -6.24472 6.60767 -0.439 0.351 -0.306 0.07
H 0.17645 -4.48788 6.42930 -0.288 -0.104 -0.213 0.06
H -1.08163 -6.64161 1.37885 -0.117 -0.173 -0.076 0.09
H -0.37208 -5.06945 1.67521 -0.138 -0.208 0.263 0.08
H -2.11489 -5.21049 1.67151 0.204 -0.510 0.424 0.07
H -1.13325 -3.16973 3.74732 -0.483 0.239 -0.126 0.06
C -0.61906 2.29562 -4.42391 1.121 -0.465 0.227 -0.03
C 0.20196 2.72282 -5.66346 0.987 0.747 -0.076 -0.44
C -0.07678 1.80736 -6.82797 0.802 -0.963 -1.812 -0.13
C 0.43249 2.36979 -8.20291 -1.468 1.037 1.062 -0.15
C -0.17379 3.77809 -8.42325 0.476 -0.587 0.791 -0.12
C 0.19964 4.73102 -7.21241 0.081 -1.197 -2.464 -0.57
N -0.26419 4.11248 -6.03001 -0.663 -1.698 1.507 -0.08
O 0.12786 4.94854 -4.96213 -0.367 0.762 0.761 -0.05
C 1.68011 5.00309 -7.25614 1.757 1.014 -0.996 -0.03
C -0.56354 5.99399 -7.46968 -0.734 0.264 -1.602 -0.05
C 1.76009 2.62728 -5.35208 -2.390 -0.688 2.536 -0.01
H -0.21678 1.35447 -3.99675 -0.114 0.361 -0.425 0.08
H -1.63307 2.11406 -4.71583 -0.637 -0.058 -0.262 0.05
H -0.63630 2.99009 -3.57594 0.227 0.244 -0.474 0.06
H 0.47447 0.85129 -6.69870 -0.461 0.367 0.354 0.13
H -1.12950 1.55433 -6.95067 -0.177 0.148 0.191 0.10
H 0.15199 1.72194 -9.04353 0.320 -0.021 0.331 0.11
H 1.49686 2.58514 -8.17624 0.215 -0.755 -0.103 0.08
H -1.25928 3.79275 -8.60291 0.261 -0.203 0.247 0.12
H 0.31669 4.11351 -9.32298 0.012 0.749 -0.354 0.11
H 2.26136 4.29594 -7.82595 -0.145 -0.514 -0.608 0.07
H 1.89281 5.96131 -7.76843 -0.198 -0.289 0.337 0.10
H 2.27688 4.99868 -6.36361 -0.493 0.380 0.993 0.07
H -0.26719 6.30369 -8.52274 -0.192 0.277 1.458 0.11
H -1.64102 5.74983 -7.57255 0.446 0.277 0.463 0.09
H -0.37830 6.73590 -6.69553 -0.039 0.296 -0.324 0.08
H 1.90753 1.66879 -4.81347 -0.097 0.331 -0.317 0.09
H 1.93389 3.38725 -4.59869 0.506 0.292 -0.042 0.06
H 2.46144 2.64104 -6.12466 0.726 0.357 -1.462 0.05
H -0.68237 5.43682 -4.72527 0.513 -0.334 -0.064 0.10
C 6.79582 -1.75938 3.21245 -0.800 -1.143 0.182 -0.02
C 6.92198 -2.42623 1.84121 -0.426 0.242 0.394 -0.51
C 7.82408 -3.67812 1.95714 0.465 1.281 0.732 -0.12
C 7.77199 -4.56522 0.73574 0.521 0.556 -0.278 -0.18
C 6.35971 -5.02223 0.54982 0.010 -1.599 0.005 -0.18
C 5.36153 -3.91851 0.41366 -0.541 1.218 0.736 -0.52
N 5.57840 -2.90421 1.50331 -0.603 -1.257 -0.254 -0.07
O 4.57354 -1.89194 1.34511 -0.273 -0.054 1.214 -0.07
C 5.51752 -3.30388 -0.96583 0.221 0.032 -0.811 -0.02
C 3.98008 -4.52002 0.70723 0.348 0.797 0.710 -0.02
C 7.54101 -1.38596 0.93693 1.502 1.033 -1.729 -0.04
H 7.72546 -1.37643 3.55288 0.800 0.672 0.195 0.08
H 6.42775 -2.43674 3.98294 0.239 -0.536 -0.123 0.07
H 6.01673 -1.02738 3.18527 -0.046 0.958 -0.149 0.05
H 8.84888 -3.26801 2.20109 -0.868 -0.663 -0.375 0.14
H 7.47355 -4.21937 2.84688 0.124 -0.087 -0.183 0.12
H 8.43498 -5.40580 0.90501 0.187 -0.225 -0.275 0.11
H 8.09490 -4.00676 -0.15458 0.253 -0.219 0.213 0.11
H 6.12067 -5.63704 1.41167 -0.266 -0.046 0.471 0.12
H 6.20854 -5.73037 -0.29470 0.337 0.558 0.215 0.13
H 5.39635 -4.08757 -1.73596 0.473 0.110 0.273 0.09
H 4.70276 -2.62254 -1.23132 0.388 0.426 0.429 0.08
H 6.54374 -2.83012 -1.02307 -1.477 -0.450 -0.386 0.08
H 3.92962 -4.67268 1.79883 0.006 -0.142 -0.433 0.07
H 3.15741 -3.84896 0.47132 -0.022 -0.080 -0.327 0.06
H 3.90896 -5.46251 0.21277 -0.413 -0.681 -0.494 0.08
H 7.80966 -1.64919 -0.10049 -0.385 -0.623 0.322 0.07
H 8.53165 -1.05088 1.28534 -0.300 -0.237 0.507 0.09
H 7.01161 -0.44910 0.77666 -0.648 -0.063 0.505 0.07
H 3.88501 -2.12277 2.04719 1.084 0.127 -0.985 0.09
C -7.56287 4.89870 -0.95408 -0.193 0.818 -1.021 -0.05
C -6.26237 4.07363 -1.04559 -1.586 -1.167 -1.019 -0.51
C -6.67733 2.66787 -0.59698 -0.484 -0.093 1.704 -0.15
C -5.67914 1.57634 -0.90719 1.265 1.468 -0.973 -0.16
C -5.46563 1.63013 -2.41383 0.529 -1.704 0.109 -0.16
C -5.02208 2.91091 -3.01553 0.911 1.795 0.063 -0.48
N -5.96794 3.97787 -2.51319 1.385 1.324 -0.097 -0.02
O -5.32533 5.28921 -2.79036 -0.397 -0.556 -0.351 -0.06
C -3.49687 3.19428 -2.72959 -0.083 0.140 0.032 -0.02
C -5.17760 2.86967 -4.54725 0.642 0.405 -0.015 -0.02
C -5.20033 4.60014 -0.10858 0.485 0.698 1.471 -0.03
H -8.42152 4.60638 -1.57050 0.541 -0.983 -0.180 0.09
H -7.47105 5.91855 -1.31403 0.680 0.381 0.324 0.08
H -7.97270 4.92414 0.02380 -0.016 0.098 1.266 0.07
H -6.81087 2.79063 0.51350 -0.153 -0.394 -0.875 0.12
H -7.67212 2.40854 -1.01536 0.580 0.078 0.075 0.13
H -6.01770 0.61356 -0.63336 -0.477 -1.083 0.362 0.09
H -4.68257 1.70764 -0.45497 -0.359 0.211 0.368 0.11
H -6.38351 1.31587 -2.86156 -0.821 -0.130 -0.557 0.12
H -4.71592 0.90199 -2.74161 -0.102 -0.244 0.158 0.11
H -2.88926 2.34092 -2.97376 -0.151 -0.927 -0.299 0.05
H -3.02507 3.97040 -3.36989 -0.840 -0.096 0.624 0.08
H -3.24245 3.34279 -1.67340 -0.291 0.433 -0.274 0.06
H -4.44018 2.22490 -5.05907 -0.397 -0.075 0.530 0.07
H -6.18725 2.61115 -4.84889 -0.123 -0.088 -0.018 0.09
H -4.92408 3.86054 -4.92944 -0.248 0.116 -0.042 0.08
H -5.36182 4.30567 0.96244 -0.644 0.352 -0.835 0.10
H -5.12378 5.69251 -0.12637 -0.012 -0.204 -0.118 0.09
H -4.20232 4.21230 -0.20820 0.400 -0.190 -0.786 0.05
H -5.71946 5.63720 -3.61072 -0.078 -0.502 0.500 0.10
C 5.25373 3.36296 4.37871 -0.871 0.839 0.180 -0.02
C 4.07080 2.97217 3.44341 -0.901 -2.254 -0.364 -0.46
C 3.10123 4.14876 3.15185 1.327 0.740 1.239 -0.13
C 3.78681 5.11781 2.21748 -0.660 0.211 -1.273 -0.19
C 4.11504 4.41572 0.90665 0.211 -0.324 0.146 -0.14
C 5.07308 3.20511 1.11912 -0.396 0.845 -0.690 -0.53
N 4.43411 2.36829 2.12410 0.270 -1.343 0.863 -0.05
O 5.34528 1.24147 2.38736 -0.263 0.616 0.090 -0.05
C 5.13994 2.41288 -0.19973 0.569 0.167 -0.181 -0.03
C 6.49339 3.68400 1.41611 1.393 0.199 -0.072 -0.04
C 3.21697 1.89168 4.22623 -0.506 -0.533 0.363 -0.04
H 5.77018 2.51179 4.80627 -0.034 -0.312 -0.249 0.08
H 4.76388 3.88860 5.22032 0.403 -0.149 -0.165 0.09
H 6.00260 4.04456 3.95885 -0.413 -0.239 0.039 0.06
H 2.04755 3.96242 2.83753 1.005 -0.484 0.152 0.12
H 3.09741 4.61151 4.14227 -0.729 0.240 0.009 0.11
H 4.70793 5.57072 2.55536 0.261 -0.110 0.743 0.10
H 3.14082 5.97272 1.99131 -0.116 -0.049 0.061 0.11
H 4.57587 5.18183 0.25904 -0.160 -0.658 -0.215 0.12
H 3.19981 3.98910 0.46949 0.134 0.388 -0.124 0.10
H 4.22193 1.91639 -0.51203 -0.204 0.089 0.337 0.08
H 5.39316 3.15151 -0.94849 -0.054 0.192 -0.497 0.07
H 5.95690 1.68050 -0.25966 -0.230 0.075 0.438 0.08
H 6.99165 4.11509 0.49617 -0.704 -0.477 0.848 0.10
H 6.65716 4.43065 2.23298 -0.489 -0.611 -0.772 0.07
H 7.04957 2.77317 1.68421 0.132 0.392 0.016 0.08
H 2.74731 2.39279 5.09531 0.160 -0.097 -0.363 0.09
H 3.73193 1.00667 4.66369 0.438 0.827 -0.413 0.08
H 2.38083 1.39026 3.66884 0.811 0.961 -0.037 0.06
H 4.94220 0.40510 2.08399 -0.342 0.652 -0.160 0.07
C -1.39780 5.94640 -1.98294 -0.824 -0.977 -0.377 -0.05
C -0.33157 5.37328 -1.00085 -2.625 1.509 0.879 -0.37
C 0.99619 5.11932 -1.60706 1.129 -0.855 0.678 -0.26
O 1.51126 6.34094 -2.04481 1.456 0.115 0.040 -0.17
C 2.82738 6.20041 -2.61042 -0.757 0.051 -0.220 -0.07
N -0.37326 6.25783 0.28500 0.258 -2.361 -1.936 0.06
H -1.44506 5.35125 -2.92054 0.334 0.228 0.561 0.05
H -1.40823 6.98986 -2.29267 0.923 0.200 0.280 0.08
H -2.41503 5.82893 -1.58417 0.298 -0.175 0.291 0.07
H -0.71123 4.40924 -0.65820 -0.035 -0.014 -0.148 0.09
H 0.98835 4.43484 -2.47949 -0.461 0.011 0.347 0.11
H 1.58979 4.54988 -0.78499 -0.192 1.174 -1.164 0.13
H 3.06582 7.15997 -3.09445 -0.037 -0.446 0.161 0.09
H 2.81116 5.38022 -3.35716 0.091 0.418 0.176 0.08
H 3.58188 5.96286 -1.85051 -0.163 0.056 0.023 0.07
H -0.21302 7.20369 -0.01882 0.587 0.269 0.230 0.05
H 0.39186 5.86125 0.83396 -0.051 0.888 0.172 0.05
C 3.02196 -2.53782 6.25060 -1.145 0.112 0.096 -0.06
C 3.61229 -2.92982 4.93559 0.710 -0.443 -1.580 -0.38
C 4.29920 -4.35978 4.97427 -2.350 1.520 -0.830 -0.22
O 5.42798 -4.43126 5.75091 0.160 1.197 0.501 -0.17
C 5.79684 -5.71023 6.13612 1.227 -0.745 0.217 -0.11
N 2.57897 -2.93539 3.82282 0.746 0.066 1.156 0.07
H 2.62104 -1.51306 6.22981 0.366 -0.097 -0.016 0.08
H 3.79594 -2.61589 6.99490 0.022 -0.044 0.671 0.08
H 2.11865 -3.15890 6.47942 0.901 0.108 0.051 0.08
H 4.36447 -2.19750 4.59222 -0.122 -0.245 0.442 0.11
H 4.44150 -4.63069 3.94196 0.597 -0.173 -0.681 0.10
H 3.48747 -5.00947 5.31144 0.004 -0.439 0.486 0.12
H 4.96194 -6.39054 6.06822 -0.355 -0.398 -0.092 0.07
H 6.10598 -5.69312 7.20550 0.109 0.009 -0.774 0.10
H 6.62529 -6.08593 5.46926 -0.644 0.178 0.765 0.10
H 1.98013 -2.12589 4.01598 0.108 -0.153 -0.294 0.07
H 1.97073 -3.71281 4.06066 -0.361 -0.174 -0.351 0.04
C -3.94542 -2.79229 2.29177 -0.073 0.459 0.271 -0.19
C -3.55562 -2.74655 0.82303 1.810 -0.481 0.220 -0.25
O -3.56712 -1.41983 0.35873 0.438 0.725 0.018 -0.09
O -3.20016 -1.86863 3.11838 0.498 -0.926 -0.640 -0.09
H -3.85743 -3.76705 2.74185 0.244 -0.529 0.003 0.10
H -4.97966 -2.48868 2.37572 -0.481 -0.025 -0.062 0.11
H -4.27016 -3.30984 0.22290 0.058 -0.113 0.140 0.10
H -2.49748 -3.17845 0.65760 -1.500 0.342 0.274 0.12
H -2.73137 -1.00550 0.67388 -0.386 -0.274 -0.343 0.05
H -3.76098 -1.09734 3.15459 -0.270 0.654 0.260 0.03
C -5.14751 0.59426 5.42302 -0.257 -0.307 -1.646 -0.27
C -5.42303 1.09174 3.95278 0.249 0.158 1.997 -0.23
O -5.65710 -0.08690 3.22183 0.287 0.044 -2.165 -0.09
O -4.81175 1.62839 6.26681 1.132 1.307 0.545 -0.05
H -4.34012 -0.12574 5.44817 0.144 -0.609 -0.419 0.11
H -6.04153 0.10650 5.79279 -0.227 -0.062 0.054 0.12
H -4.56588 1.69112 3.58994 -0.317 -0.374 0.039 0.10
H -6.29919 1.75722 4.04802 0.150 -0.244 -0.473 0.12
H -5.57916 0.08671 2.24201 -0.242 -0.160 1.465 0.12
H -3.86606 1.79578 6.08229 -0.774 0.246 0.449 0.11
```
Forces are in eV/Å.

Energy: -120500.484 eV
Lowest unoccupied orbital energy: 0.48 eV
ΔE to the lowest compared entry with this formula, charge and spin: 35.2 kcal/mol
HOMO-LUMO gap: 8.67 eV
HOMO level: -0.3009 Ha
Largest force on an atom: 0.069 hartree/bohr